# 1
This record from the Open Molecules 2025 dataset describes 2 unconnected molecules or ions with the total composition C4H10S. The level of theory is ωB97M-V/def2-TZVPD.

Properties
**Gap between HOMO and LUMO**: 0.3501 hartree
**Net charge**: 0
**SMILES string**: C=C.CSC
**Spin multiplicity**: 1

Each atom is followed by the atoms it is bonded to, with distances in Å.
CARTESIAN COORDINATES (ANGSTROEM)
1 C 1.746 0.105 -1.802  C2 1.319, H3 1.082, H4 1.087
2 C 2.386 0.226 -0.656  C1 1.319, H5 1.084, H6 1.086
3 H 1.935 0.754 -2.647  C1 1.082
4 H 1.152 -0.786 -1.988  C1 1.087
5 H 3.180 0.936 -0.457  C2 1.084
6 H 2.306 -0.578 0.072  C2 1.086
7 C -2.485 0.177 0.028  S8 1.808, H10 1.087, H11 1.086, H12 1.085
8 S -2.071 -0.925 1.401  C7 1.808, C9 1.826
9 C -0.349 -0.387 1.683  S8 1.826, H13 1.086, H14 1.082, H15 1.084
10 H -3.563 0.253 -0.081  C7 1.087
11 H -2.077 -0.220 -0.896  C7 1.086
12 H -2.105 1.169 0.249  C7 1.085
13 H -0.010 -0.389 2.715  C9 1.086
14 H 0.359 -0.956 1.096  C9 1.082
15 H -0.404 0.621 1.285  C9 1.084


# 2
This record from the Open Molecules 2025 dataset describes 2 unconnected molecules or ions with the total composition C4H10S in a non-equilibrium geometry. The level of theory is ωB97M-V/def2-TZVPD.

Properties
**Gap between HOMO and LUMO**: 0.3516 hartree
**Net charge**: 0
**SMILES string**: C=C.CCS
**Spin multiplicity**: 1

Each atom is followed by the atoms it is bonded to, with distances in Å.
CARTESIAN COORDINATES (ANGSTROEM)
1 C 0.449 -1.567 -3.098  C2 1.363, H3 1.055, H4 1.039
2 C 1.003 -0.385 -2.707  C1 1.363, H5 1.081, H6 1.010
3 H 0.956 -2.320 -3.637  C1 1.055
4 H -0.589 -1.583 -3.070  C1 1.039
5 H 1.954 -0.472 -2.200  C2 1.081
6 H 0.448 0.454 -2.612  C2 1.010
7 C -1.474 0.580 2.070  C8 1.573, H10 1.174, H11 1.113, H12 1.086
8 C -0.069 0.926 1.451  C7 1.573, S9 1.679, H13 1.102, H14 1.065
9 S 1.299 0.150 2.038  C8 1.679, H15 1.389
10 H -1.838 -0.300 1.384  C7 1.174
11 H -1.442 0.253 3.134  C7 1.113
12 H -1.896 1.580 2.011  C7 1.086
13 H 0.219 1.990 1.473  C8 1.102
14 H 0.133 0.718 0.426  C8 1.065
15 H 0.847 -0.024 3.340  S9 1.389


# 3
This record from the Open Molecules 2025 dataset describes 2 unconnected molecules or ions with the total composition C4H10S. The level of theory is ωB97M-V/def2-TZVPD.

Properties
**Gap between HOMO and LUMO (spin up / spin down)**: 0.2900 / 0.3046 hartree
**Net charge**: 0
**Spin multiplicity**: 1

Each atom is followed by the atoms it is bonded to, with distances in Å.
CARTESIAN COORDINATES (ANGSTROEM)
1 C 2.431 1.437 -0.199  S5 1.701, H6 1.074, H7 1.070
2 C -3.068 0.170 1.007  C4 1.472, H8 1.070, H9 1.072
3 C 2.447 -1.283 -0.023  S5 1.821, H10 1.086, H11 1.086, H12 1.085
4 C -1.980 0.336 0.031  C2 1.472, H13 1.095, H14 1.087, H15 1.099
5 S 3.382 0.198 0.475  C1 1.701, C3 1.821
6 H 1.909 1.245 -1.118  C1 1.074
7 H 2.749 2.432 0.029  C1 1.070
8 H -3.799 0.934 1.167  C2 1.070
9 H -3.144 -0.745 1.561  C2 1.072
10 H 2.771 -1.601 -1.010  C3 1.086
11 H 2.662 -2.060 0.705  C3 1.086
12 H 1.388 -1.047 -0.023  C3 1.085
13 H -1.010 0.096 0.479  C4 1.095
14 H -1.940 1.349 -0.364  C4 1.087
15 H -2.097 -0.349 -0.820  C4 1.099


# 4
This record from the Open Molecules 2025 dataset describes C4H10S2 in the gas phase in a non-equilibrium geometry. The level of theory is ωB97M-V/def2-TZVPD.

Properties
**Gap between HOMO and LUMO**: 0.3201 hartree
**Net charge**: 0
**SMILES string**: CCSSCC
**Spin multiplicity**: 1

Each atom is followed by the atoms it is bonded to, with distances in Å.
CARTESIAN COORDINATES (ANGSTROEM)
1 C -2.921 -0.314 0.349  C2 1.537, H7 1.141, H8 1.061, H9 1.097
2 C -1.453 -0.266 -0.106  C1 1.537, S3 1.794, H10 1.078, H11 1.122
3 S -0.822 -1.887 -0.544  C2 1.794, S4 2.147
4 S 1.223 -1.317 -0.863  S3 2.147, C5 1.862
5 C 1.749 -0.008 0.352  S4 1.862, C6 1.493, H12 1.126, H13 1.146
6 C 2.740 0.762 -0.456  C5 1.493, H14 1.013, H15 1.139, H16 1.109
7 H -3.259 0.696 0.758  C1 1.141
8 H -3.584 -0.674 -0.395  C1 1.061
9 H -3.086 -0.731 1.350  C1 1.097
10 H -1.449 0.256 -1.048  C2 1.078
11 H -0.971 0.239 0.773  C2 1.122
12 H 2.201 -0.570 1.216  C5 1.126
13 H 0.904 0.706 0.651  C5 1.146
14 H 3.401 0.217 -0.995  C6 1.013
15 H 2.076 1.343 -1.178  C6 1.139
16 H 3.251 1.548 0.137  C6 1.109


# 5
This record from the Open Molecules 2025 dataset describes C4H10S2 in the gas phase in a non-equilibrium geometry. The level of theory is ωB97M-V/def2-TZVPD.

Properties
**Gap between HOMO and LUMO**: 0.3554 hartree
**Net charge**: 0
**SMILES string**: CCSSCC
**Spin multiplicity**: 1

Each atom is followed by the atoms it is bonded to, with distances in Å.
CARTESIAN COORDINATES (ANGSTROEM)
1 C -0.638 0.962 -3.092  C2 1.508, H7 1.093, H8 1.086, H9 1.087
2 C 0.173 0.452 -1.927  C1 1.508, S3 1.827, H10 1.086, H11 1.090
3 S -0.335 1.181 -0.331  C2 1.827, S4 1.961
4 S -0.610 -0.331 0.887  S3 1.961, C5 1.824
5 C 0.906 -0.583 1.868  S4 1.824, C6 1.509, H12 1.085, H13 1.090
6 C 0.970 -2.043 2.246  C5 1.509, H14 1.090, H15 1.082, H16 1.089
7 H -0.716 0.275 -3.938  C1 1.093
8 H -0.371 1.940 -3.479  C1 1.086
9 H -1.680 1.158 -2.850  C1 1.087
10 H 1.203 0.741 -2.115  C2 1.086
11 H 0.235 -0.627 -1.791  C2 1.090
12 H 1.811 -0.273 1.355  C5 1.085
13 H 0.860 0.075 2.735  C5 1.090
14 H 1.736 -2.182 3.008  C6 1.090
15 H 1.172 -2.666 1.384  C6 1.082
16 H 0.051 -2.358 2.738  C6 1.089


# 6
This record from the Open Molecules 2025 dataset describes 2 unconnected molecules or ions with the total composition C4H10S2 in a non-equilibrium geometry. The level of theory is ωB97M-V/def2-TZVPD.

Properties
**Gap between HOMO and LUMO**: 0.3133 hartree
**Net charge**: 0
**Spin multiplicity**: 1

Each atom is followed by the atoms it is bonded to, with distances in Å.
CARTESIAN COORDINATES (ANGSTROEM)
1 C -0.432 0.815 -1.289  C4 1.499, H7 1.089, H8 1.093, H9 1.089
2 C -0.433 0.877 1.252  C4 1.500, H10 1.088, H11 1.089, H12 1.091
3 C 1.018 -1.327 0.009  S5 1.760, H13 1.078, H14 1.077
4 C -0.594 0.067 0.001  C1 1.499, C2 1.500, S6 1.789
5 S 2.543 -0.449 -0.014  C3 1.760, H15 1.331
6 S -2.030 -0.998 0.084  C4 1.789, H16 1.332
7 H -0.433 0.142 -2.145  C1 1.089
8 H -1.247 1.533 -1.412  C1 1.093
9 H 0.510 1.361 -1.280  C1 1.089
10 H -0.548 0.253 2.136  C2 1.088
11 H 0.544 1.357 1.271  C2 1.089
12 H -1.193 1.660 1.290  C2 1.091
13 H 0.869 -1.868 -0.911  C3 1.078
14 H 0.847 -1.894 0.908  C3 1.077
15 H 2.506 -0.049 1.255  S5 1.331
16 H -1.925 -1.479 -1.153  S6 1.332